Record 1
C6H7NO | the ωB97M-V functional and the def2-TZVPD basis

**HOMO-LUMO gap**: 0.217 hartree
**Multiplicity**: 1
**HOMO level**: -7.487 eV
**LUMO energy**: -0.058 Eh

Last column: Mulliken charge in e.
Geometry (Å):
C  0.53247  1.57458  0.37280  -0.53
C  0.85248  -0.12506  1.37206  -0.44
C  -0.54348  -1.55786  -0.31027  -0.41
C  -0.87422  -0.08098  -1.40428  -0.28
C  0.14502  -0.37014  -0.53331  -0.13
C  -0.15221  0.43468  0.66617  0.55
H  0.35498  1.82391  -1.91153  0.29
H  0.39370  2.47117  0.97267  0.30
H  1.94606  -0.31855  1.27769  0.33
H  -1.60278  -1.59966  -0.08322  0.33
H  -0.82556  -0.50486  -2.46622  0.31
H  1.14345  -0.45949  -0.91481  0.21
H  -1.19687  0.48677  1.07519  0.32
N  -0.27022  1.68261  -1.03898  -0.48
O  0.23978  -1.61610  1.04302  -0.36

Atomic forces in eV per Å
-1.5567 3.8906 -5.4623
2.7877 -6.1940 2.8149
1.6855 -4.0202 5.4349
0.3044 4.5533 -1.8509
0.3708 -0.7974 -6.5528
-2.8580 2.6436 3.5995
-1.0563 -0.0657 1.6992
0.6079 0.1443 -0.0016
-0.9028 1.1407 0.8430
-0.6929 -1.1210 -0.8007
-0.5084 0.6595 1.3583
0.6371 0.1590 0.4005
0.6225 -0.6107 -0.5394
1.5423 0.4156 -0.9407
-0.9830 -0.7976 -0.0020

=====

Record 2
C6H7NO | the ωB97M-V functional and the def2-TZVPD basis

**HOMO-LUMO gap**: 0.380 hartree
**Multiplicity**: 1
**HOMO level**: -9.319 eV
**LUMO energy**: 0.037 Eh

Last column: Mulliken charge in e.
Geometry (Å):
C  -1.44426  -1.18384  -0.00428  -0.09
C  -0.58623  0.97843  -0.18126  0.33
C  -1.92071  0.20558  0.08566  -0.43
C  1.61728  -0.16186  0.73623  -0.96
C  1.84785  0.11766  -0.73817  -0.54
C  0.45600  -0.09365  -0.21956  0.98
N  -0.22025  -1.35146  -0.23339  -0.64
O  -0.57630  2.18184  -0.26627  -0.59
H  -2.13287  -2.12855  0.16093  0.30
H  -2.73484  0.45654  -0.54509  0.31
H  -2.33308  0.58175  1.02958  0.25
H  1.77989  -1.06116  1.30791  0.32
H  1.96747  0.75881  1.21129  0.25
H  2.06217  1.20837  -0.77909  0.24
H  2.21789  -0.50847  -1.56450  0.28

Atomic forces in eV per Å
-2.2228 -2.5189 0.7134
-2.0890 0.3472 0.4687
0.9650 0.9115 0.7061
1.3269 1.3494 -0.1864
-0.1733 0.0938 -0.3415
-0.0280 1.0381 0.4429
0.7415 -0.7544 -0.5031
1.0857 -0.4977 -0.1493
1.3807 1.9779 -0.5176
-0.5077 0.1775 -1.2883
0.4145 -0.5207 0.3808
0.0075 -0.2872 -0.4336
-0.7444 -0.4398 0.5437
-0.1086 -0.9956 -0.6920
-0.0480 0.1190 0.8561

=====

Record 3
C6H7NO | the ωB97M-V functional and the def2-TZVPD basis

**HOMO-LUMO gap**: 0.319 hartree
**Multiplicity**: 1
**HOMO level**: -7.972 eV
**LUMO energy**: 0.026 Eh

Last column: Mulliken charge in e.
Geometry (Å):
C  1.64880  -0.07372  -0.48507  0.17
C  1.21686  1.28161  -0.17121  -0.85
C  -0.36526  0.86192  -0.04562  0.34
C  -1.77356  0.80328  0.29660  -0.56
C  -1.27772  -1.15950  -0.37340  -0.64
C  0.01339  -0.47298  -0.56445  0.15
H  2.49291  -1.87760  0.17031  0.32
H  3.05861  -0.25910  0.94987  0.28
H  2.01046  -0.23223  -1.44069  0.44
H  1.45564  1.84158  0.84629  0.22
H  1.52575  2.02700  -0.79231  0.39
H  -2.65230  1.53791  0.68670  0.25
H  -1.71441  -2.16186  -0.12774  0.31
N  2.11815  -0.82253  0.81273  -0.66
O  -2.22236  -0.32021  0.25967  -0.16

Atomic forces in eV per Å
-4.3706 -3.1933 3.4303
-3.1766 2.8128 5.0057
0.2856 -1.4275 -1.7800
2.7771 9.8420 2.0170
1.9769 -1.6007 1.0267
-4.5295 0.9732 2.7999
-1.0595 3.8467 3.1167
-1.7965 -1.8325 0.0315
1.8052 -0.4514 -1.4551
0.2369 -1.9850 -1.4847
0.2609 1.8837 -2.5337
2.9346 -1.0844 -0.9263
1.3231 0.5917 -1.1340
3.7081 -1.5013 -5.3753
-0.3756 -6.8740 -2.7388

=====

Record 4
C6H7NO | the ωB97M-V functional and the def2-TZVPD basis

**HOMO-LUMO gap**: 0.332 hartree
**Multiplicity**: 1
**HOMO level**: -8.335 eV
**LUMO energy**: 0.026 Eh

Last column: Mulliken charge in e.
Geometry (Å):
C  -0.10261  0.31020  0.69576  0.46
C  0.93162  -0.28702  -0.10172  -0.58
C  0.62677  -0.86917  -1.33881  -0.42
C  -0.65419  -0.60620  -1.96793  -0.24
C  -1.64073  0.18843  -1.28156  -0.47
C  -1.25560  0.58391  0.06940  -0.18
H  1.18294  -0.73303  2.94499  0.32
H  1.94938  1.00308  2.53035  0.20
H  1.74740  -0.42953  0.45714  0.65
H  1.44640  -1.34707  -1.92128  0.30
H  -0.88466  -0.89202  -3.14026  0.18
H  -2.51253  0.53465  -1.73393  0.43
H  -2.17899  1.29881  0.40134  0.14
N  1.25921  0.42350  2.56913  -0.51
O  0.08559  0.82146  1.81739  -0.30

Atomic forces in eV per Å
1.5752 -2.1670 -6.3189
-4.5227 -0.6681 -1.0173
-0.6467 1.1743 -0.8387
-0.8328 0.4055 -1.6483
5.5797 -2.0046 1.8479
-6.8643 2.1732 -3.0553
0.7408 5.2189 -1.7468
5.2274 3.9336 -0.4769
3.5985 -0.7283 1.1874
-0.8737 0.2385 0.5358
0.8499 0.4836 3.3167
-1.3091 0.3449 -0.5179
2.8088 -1.7234 0.4313
-7.5658 -8.8471 1.2515
2.2347 2.1659 7.0494

=====

Record 5
C6H7NO2 | the ωB97M-V functional and the def2-TZVPD basis

**HOMO-LUMO gap (spin up / spin down)**: 0.272 / 0.272 hartree
**Multiplicity**: 1
**HOMO level (spin up / spin down)**: -7.804 / -7.806 eV
**LUMO energy (spin up / spin down)**: -0.015 / -0.014 Eh

Last column: Mulliken charge in e.
Geometry (Å):
C  -0.22331  -1.01467  0.10273  0.73
C  1.04274  -0.88646  -0.30046  -0.99
C  1.82423  0.29834  -0.02401  0.90
C  -2.81762  0.07160  -0.42831  0.76
C  3.26521  0.20169  -0.48306  -1.16
C  -3.54298  0.48690  0.73507  -0.89
N  -1.30179  -1.16241  0.56590  -0.64
O  1.38149  1.30518  0.50735  -0.64
O  -2.71301  0.09993  -1.58003  -0.27
H  1.49143  -1.68661  -0.87784  0.29
H  3.31354  -0.00765  -1.55088  0.32
H  3.76088  -0.60884  0.05000  0.31
H  3.78159  1.13582  -0.27178  0.31
H  -3.78750  -0.39033  1.33607  0.32
H  -4.44673  1.03586  0.45626  0.34
H  -2.88553  1.11026  1.34247  0.30

Atomic forces in eV per Å
-0.1693 0.0465 0.2999
0.5922 -0.1929 -0.5606
-0.0451 -0.0188 -0.0999
2.0436 -1.3735 -1.8593
0.0653 0.3094 0.1950
-0.5634 0.2382 0.9016
-1.8633 1.0830 -0.4973
0.0017 0.0181 0.0860
-0.2730 0.0472 1.8761
-0.1391 0.0441 0.0220
-0.0055 -0.0583 -0.0381
0.0497 -0.0807 -0.0349
-0.0247 -0.0066 -0.0150
0.1002 0.0103 -0.1214
0.1480 -0.0439 -0.1073
0.0826 -0.0222 -0.0466

=====

Record 6
C6H7NO2 | the ωB97M-V functional and the def2-TZVPD basis

**HOMO-LUMO gap**: 0.329 hartree
**Multiplicity**: 1
**HOMO level**: -8.648 eV
**LUMO energy**: 0.011 Eh

Last column: Mulliken charge in e.
Geometry (Å):
C  -2.02145  -0.11770  1.75836  -1.26
C  -0.90297  -0.08538  0.54416  0.11
C  0.09549  0.77323  0.46602  -0.32
C  0.80051  0.42363  -0.72380  0.35
C  0.17379  -0.69424  -1.24345  -0.42
C  2.10465  0.94789  -1.32152  0.38
H  -2.09242  0.59280  2.45197  0.42
H  -2.90483  0.00674  1.29776  0.39
H  -1.86958  -1.35801  2.28756  0.20
H  0.29746  1.64980  1.20212  0.26
H  0.41010  -1.55232  -2.11879  0.22
H  -1.84358  -1.72268  -0.72983  0.40
H  3.33539  -0.33828  -0.44933  0.34
N  -0.93279  -0.90537  -0.37444  -0.11
O  3.25067  0.30840  -1.04749  -0.42
O  2.09957  2.07150  -1.99931  -0.56

Atomic forces in eV per Å
4.7250 -7.0047 -2.4890
-4.8569 3.8509 9.3895
2.9353 3.8444 0.7705
1.6365 -1.0696 -1.0649
-0.4572 -2.3962 -1.5367
-1.2646 5.3878 -1.5998
1.1828 2.8589 3.0227
-3.4984 -0.5564 -1.8374
-0.8535 4.1068 -1.5017
-0.3047 -1.8860 -1.6239
-0.6544 3.0462 2.5974
3.9454 3.6826 2.0052
-0.6588 -3.8221 3.5973
-2.4316 -8.6947 -8.4489
0.0483 4.7581 -4.5676
0.5066 -6.1060 3.2874

=====

Record 7
C6H7NO3P | the ωB97M-V functional and the def2-TZVPD basis

**HOMO-LUMO gap (spin up / spin down)**: 0.215 / 0.215 hartree
**Net charge**: -1
**Multiplicity**: 1
**HOMO level (spin up / spin down)**: -3.265 / -3.258 eV
**LUMO energy (spin up / spin down)**: 0.095 / 0.095 Eh

Last column: Mulliken charge in e.
Geometry (Å):
C  -2.41339  0.65631  -0.67117  -0.25
C  -1.42500  -0.41295  -0.54268  0.09
C  0.54921  -1.41365  0.02893  0.60
C  -2.40813  1.64372  0.23319  -0.71
C  1.81941  -1.31289  0.94924  -0.47
C  2.73770  -0.28333  0.18526  -0.73
N  -0.36803  -0.33348  0.17245  -0.32
O  1.30091  1.50657  -1.48720  -0.72
O  0.36068  -2.28708  -0.78659  -0.63
O  1.04654  1.86481  1.06242  -0.71
P  1.41165  1.01825  -0.08340  0.92
H  -3.17548  0.66624  -1.46254  0.30
H  -1.49107  -1.47180  -1.05049  0.27
H  -3.19010  2.41492  0.06023  0.20
H  -1.77017  1.66412  1.03581  0.36
H  1.57698  -0.93840  2.00117  0.22
H  2.33961  -2.34566  1.10662  0.30
H  3.09869  -0.63568  -0.75123  0.27

Atomic forces in eV per Å
0.2316 0.2061 0.6567
0.0812 -2.6298 -0.8663
1.3121 -1.6315 1.6539
-2.7382 0.2629 -2.7124
0.4321 -1.1887 0.7674
-3.8333 1.3272 1.3286
0.4480 0.8841 -0.5146
-0.3097 -0.2776 0.2942
0.2711 -0.4993 -0.3174
-0.1582 0.2039 0.6791
2.8262 0.7669 -0.9012
0.6036 -0.3204 0.2623
-0.4648 2.1399 0.3842
0.8151 -0.3308 0.5841
1.5788 0.2415 1.7240
0.0723 -0.2975 -1.4915
-1.1254 1.6295 -0.5820
-0.0424 -0.4866 -0.9493

=====

Values of energy relative to the best compared isomer or geometry (same formula, charge and spin), in order: 434.3; 38.4; 161.7; 111.1; 59.9; 100.1; 97.4, all in kcal per mole.